Version 1
C6H13N | ωB97M-V/def2-TZVPD

E_LUMO in eV: 0.88
E_HOMO in eV: -6.69
SMILES: CCC(=CN)CC
Frontier orbital gap in eV: 7.56
Total charge: 0

Geometry as XYZ:
```
20
Properties=species:S:1:pos:R:3:lowdin_charge:R:1
C 0.22760 -2.42984 0.80293 -0.114
C 0.81971 -1.14199 0.24185 -0.240
C 0.04430 0.15288 0.41873 -0.293
C -1.33123 0.09447 0.48703 -0.160
N -2.19307 -0.33624 -0.55879 0.054
C 0.75037 1.47322 0.31418 -0.228
C 0.71397 2.03095 -1.13063 -0.099
H -0.13101 -2.28465 1.82662 0.074
H 1.07215 -3.08705 1.02956 0.066
H -0.51372 -2.87757 0.15232 0.067
H 0.97777 -1.27570 -0.84283 0.106
H 1.80068 -0.97551 0.69356 0.105
H -1.86000 0.55056 1.32233 0.099
H -3.03186 0.20671 -0.42140 0.075
H -1.74253 -0.09350 -1.42704 0.077
H 1.81041 1.21031 0.41999 0.096
H 0.44244 2.21860 1.04917 0.111
H 1.13706 1.35439 -1.87100 0.070
H -0.29478 2.26537 -1.47773 0.065
H 1.30172 2.94458 -1.02884 0.068
```

=====

Version 2
C6H13N | ωB97M-V/def2-TZVPD

E_LUMO in eV: 1.25
E_HOMO in eV: -9.06
SMILES: C[C@@H]1CCCN1C
Frontier orbital gap in eV: 10.31
Total charge: 0

Geometry as XYZ:
```
20
Properties=species:S:1:pos:R:3:lowdin_charge:R:1
C 1.56473 -1.41642 -0.72049 -0.057
C 0.43245 -0.38858 -0.61953 -0.404
C 0.94352 1.01949 -0.68318 -0.171
C -0.11385 1.91428 0.09745 -0.153
C -1.01152 0.90219 0.78124 -0.244
N -0.29517 -0.39124 0.69829 -0.153
C -1.37236 -1.39371 0.62902 -0.138
H 1.46971 -2.00970 0.17970 0.071
H 1.54560 -2.10531 -1.63729 0.101
H 2.48504 -0.91185 -0.74034 0.042
H -0.23072 -0.55683 -1.59514 0.172
H 1.91319 1.08668 -0.20200 0.100
H 1.17344 1.40909 -1.64301 0.095
H -0.69003 2.43949 -0.75874 0.128
H 0.32167 2.54946 0.87567 0.099
H -1.42843 1.17821 1.74647 0.106
H -2.06284 0.89034 0.16456 0.134
H -2.32449 -1.00896 0.13253 0.077
H -1.08013 -2.33510 0.00981 0.104
H -1.68361 -1.71041 1.67264 0.090
```

=====

Version 3
C6H13N | ωB97M-V/def2-TZVPD

E_LUMO in eV: 1.19
E_HOMO in eV: -8.88
SMILES: CCC/C=C/NC
Frontier orbital gap in eV: 10.07
Total charge: 0

Geometry as XYZ:
```
20
Properties=species:S:1:pos:R:3:lowdin_charge:R:1
C -2.66254 0.53276 0.35281 -0.124
C -1.98072 -0.83079 0.54231 -0.251
C -0.98489 -1.17464 -0.60301 -0.226
C 0.03597 -0.09564 -0.80734 -0.105
C 1.33324 -0.30393 -0.60194 -0.193
N 2.30454 0.72262 -0.67976 -0.129
C 2.94311 0.97023 0.61412 -0.130
H -3.11198 0.68656 -0.62929 0.073
H -1.86625 1.26915 0.48860 0.062
H -3.37503 0.75123 1.14352 0.064
H -1.35599 -0.65186 1.42120 0.105
H -2.68981 -1.65509 0.56427 0.099
H -0.54695 -2.15007 -0.38674 0.103
H -1.56251 -1.30780 -1.52545 0.109
H -0.31935 0.82027 -1.26234 0.110
H 1.63619 -1.25152 -0.14286 0.113
H 3.00798 0.54484 -1.38038 0.099
H 3.71303 1.73340 0.57880 0.072
H 2.15757 1.35066 1.26696 0.076
H 3.32440 0.03960 1.04652 0.071
```

=====

Version 4
C6H13N | ωB97M-V/def2-TZVPD

E_LUMO in eV: 1.04
E_HOMO in eV: -8.80
SMILES: C=C1[C@@H](C)N1C.C
Frontier orbital gap in eV: 9.84
Total charge: 0

Geometry as XYZ:
```
20
Properties=species:S:1:pos:R:3:lowdin_charge:R:1
C -0.11681 -1.87638 1.01569 0.049
C 0.25050 -0.71199 0.51655 -0.346
C 1.31204 0.17280 0.06102 -0.245
C 1.64432 0.60647 -1.34821 -0.042
N 0.04141 0.64753 0.65626 -0.067
C 0.01423 1.18588 2.00603 -0.072
H 0.46808 -2.76329 0.80089 0.056
H -0.97089 -1.96596 1.68014 0.061
H 2.16701 0.12938 0.73827 0.142
H 2.17916 1.56273 -1.33402 0.076
H 2.29180 -0.12742 -1.83815 0.077
H 0.73145 0.72545 -1.93330 0.065
H -1.01292 1.15338 2.38308 0.085
H 0.64949 0.60445 2.69309 0.088
H 0.35082 2.22288 1.97504 0.080
C -1.99572 -0.31826 -1.61984 -0.053
H -1.54155 -1.20800 -1.19813 -0.001
H -1.67742 0.58183 -1.09117 0.007
H -3.06937 -0.45633 -1.49351 0.017
H -1.71564 -0.16515 -2.66972 0.023
```

=====

Relative energy of each structure, in kJ/mol: version 1 163.7; version 2 41.6; version 3 0.0; version 4 118.5.

=====

Version 1
C4H9NO | ωB97M-V/def2-TZVPD

E_LUMO in eV: 0.80
E_HOMO in eV: -8.09
Frontier orbital gap in eV: 8.88
Total charge: 0

Geometry as XYZ:
```
15
Properties=species:S:1:pos:R:3:lowdin_charge:R:1
C -1.55646 1.01367 0.21766 -0.142
C -0.86951 1.15120 -1.12727 -0.111
N 0.16764 0.34996 -1.27050 -0.088
C 0.41880 -0.93184 -0.59422 -0.156
C 0.97679 -0.85413 0.84061 -0.267
O 1.67103 0.33416 1.12844 -0.066
H -0.83538 0.93176 1.04641 0.059
H -2.10971 1.94448 0.33936 0.051
H -2.28583 0.19519 0.33632 0.082
H -0.54541 -1.44662 -0.57871 0.117
H 0.68815 0.47608 -2.13124 0.113
H 1.08156 -1.49261 -1.25546 0.118
H 1.67812 -1.68442 0.97967 0.115
H 0.15261 -1.00445 1.55254 0.105
H 1.36761 1.01757 0.51640 0.070
```

=====

Version 2
C4H9NO | ωB97M-V/def2-TZVPD

E_LUMO in eV: 0.97
E_HOMO in eV: -9.25
SMILES: C=CO.C=NC
Frontier orbital gap in eV: 10.22
Total charge: 0

Geometry as XYZ:
```
15
Properties=species:S:1:pos:R:3:lowdin_charge:R:1
C 3.05547 -0.46341 -0.51635 0.006
C 2.10055 -0.47411 0.39204 -0.298
O 1.50854 0.67639 0.86953 -0.060
H 3.51985 -1.39454 -0.80590 0.047
H 3.39630 0.46558 -0.95230 0.059
H 1.74527 -1.38852 0.86677 0.103
H 0.60234 0.70794 0.51376 0.037
C -2.23197 -0.19189 1.15531 -0.048
N -1.39758 0.41965 0.44319 -0.098
C -1.72104 0.59862 -0.96625 -0.127
H -2.04782 -0.33365 2.21846 0.074
H -3.16298 -0.60613 0.76602 0.074
H -0.95042 0.12097 -1.57116 0.078
H -2.70175 0.19404 -1.23382 0.070
H -1.71476 1.66906 -1.17930 0.081
```

=====

Relative energy of each structure, in kJ/mol: version 1 83.3; version 2 0.0.

=====

Version 1
C4H9NO | ωB97M-V/def2-TZVPD

E_LUMO in eV: 0.81
E_HOMO in eV: -8.98
SMILES: CCNCC=O
Frontier orbital gap in eV: 9.79
Total charge: 0

Geometry as XYZ:
```
15
Properties=species:S:1:pos:R:3:lowdin_charge:R:1
C -1.65354 -1.63766 -0.43911 -0.108
C -0.88095 -0.59829 0.33979 -0.254
N 0.21115 -0.11331 -0.62206 -0.091
C 0.80563 1.20225 -0.30786 -0.176
C 2.07333 1.60296 0.54609 -0.230
O 1.92927 2.04935 1.64709 0.049
H -2.25387 -1.20081 -1.23072 0.072
H -2.39904 -2.13582 0.23077 0.079
H -1.09299 -2.52320 -0.69525 0.065
H -0.32333 -0.99074 1.15956 0.095
H -1.37378 0.33160 0.63680 0.107
H 0.88917 -0.85641 -0.44011 0.096
H 0.91867 1.70072 -1.26125 0.101
H 0.08618 1.61888 0.37104 0.085
H 3.06411 1.55047 0.06522 0.111
```

=====

Version 2
C4H9NO | ωB97M-V/def2-TZVPD

E_LUMO in eV: 0.96
E_HOMO in eV: -8.97
SMILES: CN[C@H](C)C=O
Frontier orbital gap in eV: 9.93
Total charge: 0

Geometry as XYZ:
```
15
Properties=species:S:1:pos:R:3:lowdin_charge:R:1
C 1.72296 -0.55386 1.08912 -0.129
N 1.07888 0.68446 0.67203 -0.093
C -0.25307 0.57530 0.05443 -0.358
C -1.28864 -0.24581 0.88832 -0.049
C -0.22527 -0.16039 -1.25167 -0.243
O -1.13220 -0.05343 -2.03493 0.061
H 1.06754 -1.15441 1.73596 0.072
H 2.61401 -0.36823 1.68429 0.078
H 2.05914 -1.09623 0.20808 0.070
H 0.98231 1.36347 1.40660 0.098
H -0.66373 1.56703 -0.14704 0.145
H -2.26728 -0.12111 0.43255 0.081
H -1.40472 0.04068 1.93184 0.079
H -0.90240 -1.25967 0.89626 0.066
H 0.46753 -1.00790 -1.33036 0.123
```

=====

Version 3
C4H9NO | ωB97M-V/def2-TZVPD

E_LUMO in eV: 1.00
E_HOMO in eV: -7.98
SMILES: CC(C)=CNO
Frontier orbital gap in eV: 8.98
Total charge: 0

Geometry as XYZ:
```
15
Properties=species:S:1:pos:R:3:lowdin_charge:R:1
C -1.78410 -1.20796 -0.04656 -0.012
C -0.38997 0.01960 0.11845 -0.261
C -0.66147 1.42150 -0.21770 -0.062
C 0.49614 -0.81658 0.45002 -0.005
N 2.00425 0.12010 0.62793 -0.108
O 2.71014 0.39258 -0.59471 -0.148
H -2.54808 -0.75616 0.58092 0.038
H -1.58043 -2.22365 0.27754 0.040
H -2.06190 -1.18465 -1.09663 0.040
H -0.92689 1.99214 0.67381 0.090
H 0.24259 1.85225 -0.65746 0.082
H -1.49248 1.48692 -0.91984 0.083
H 0.79457 -1.84456 0.45637 0.091
H 1.82354 1.05509 0.99352 0.061
H 3.37411 -0.30663 -0.64564 0.071
```

=====

Relative energy of each structure, in kJ/mol: version 1 78.8; version 2 0.0; version 3 411.5.

=====

Version 1
C5H13NO2 | ωB97M-V/def2-TZVPD

E_LUMO in eV: -3.68
E_HOMO in eV: -7.46
Frontier orbital gap in eV: 3.77
Total charge: 0

Geometry as XYZ:
```
21
Properties=species:S:1:pos:R:3:lowdin_charge:R:1
N 1.25333 -0.37811 1.25893 0.033
C -0.18695 -0.62890 1.39540 -0.416
C -1.09012 0.46897 0.88181 0.127
C -0.63135 1.77086 0.52374 -0.119
C -1.23706 2.75274 -0.23877 0.182
C -0.42088 -1.90419 0.55207 -0.057
H 1.47705 0.61866 1.48462 0.076
H -0.41090 -0.84009 2.43810 0.153
H -2.15853 0.24730 0.93595 0.142
H 0.32183 1.96679 0.81776 0.065
H -0.70216 3.70421 -0.42202 0.100
H -2.25788 2.58201 -0.70619 0.118
H -1.47276 -2.23352 0.62975 0.078
H 0.26450 -2.72610 0.93781 0.117
H -0.13436 -1.69133 -0.54330 0.071
H 2.54094 -1.48394 -1.95235 -0.098
H 1.63159 -0.64522 0.33100 0.029
O 1.86512 -1.34565 -1.32734 -0.401
H 0.64267 -0.60936 -1.97327 -0.037
H -0.41847 0.42623 -1.36096 -0.027
O -0.20245 -0.08257 -2.18703 -0.136
```

=====

Version 2
C5H13NO2 | ωB97M-V/def2-TZVPD

E_LUMO in eV: 0.77
E_HOMO in eV: -9.88
SMILES: CC[C@@H](C)NC=O.O
Frontier orbital gap in eV: 10.65
Total charge: 0

Geometry as XYZ:
```
21
Properties=species:S:1:pos:R:3:lowdin_charge:R:1
C -1.95903 0.95126 -0.17539 -0.108
C -0.65993 0.35977 0.40050 -0.235
C 0.59610 0.79880 -0.32075 -0.366
C 0.56956 2.33372 -0.39845 -0.056
N 1.80048 0.45290 0.40013 0.049
C 1.92922 -0.76726 0.98587 -0.355
O 1.17702 -1.70283 0.82700 0.016
H -1.91810 1.11721 -1.25544 0.078
H -2.71600 0.19182 0.04748 0.065
H -2.35849 1.82052 0.36500 0.076
H -0.69326 0.59656 1.45497 0.121
H -0.81895 -0.70442 0.35866 0.070
H 0.58591 0.36710 -1.32323 0.149
H 1.51695 2.79004 -0.67435 0.074
H 0.27405 2.73608 0.55385 0.081
H -0.15804 2.70033 -1.12492 0.077
H 2.67148 0.95160 0.38200 0.130
H 2.78306 -0.86605 1.68016 0.130
O -2.59221 -2.51036 -1.16108 -0.054
H -2.23477 -2.61970 -0.27460 0.033
H -2.01854 -1.94246 -1.67687 0.026
```

=====

Version 3
C5H13NO2 | ωB97M-V/def2-TZVPD

E_LUMO in eV: -0.02
E_HOMO in eV: -9.13
SMILES: [H]/N=C(C)\C=C\C.O.O
Frontier orbital gap in eV: 9.11
Total charge: 0

Geometry as XYZ:
```
21
Properties=species:S:1:pos:R:3:lowdin_charge:R:1
H 1.17925 1.35166 0.14058 -0.033
N 1.21262 0.74439 -0.58078 0.110
C 0.27071 -0.09442 -0.95039 -0.382
C 0.65857 -1.57795 -1.51128 -0.016
C -1.03418 -0.00434 -0.34933 -0.075
C -2.17352 -0.84623 -0.59625 -0.109
C -3.25732 -0.94146 0.36119 -0.126
H -0.14125 -1.97760 -2.16439 0.056
H 1.61557 -1.55033 -1.92831 0.026
H 0.69791 -2.07536 -0.37007 0.143
H -1.21456 0.85973 0.36712 0.130
H -2.13921 -1.67650 -1.33283 0.102
H -3.67185 -1.97018 0.65868 0.117
H -4.07840 -0.37029 0.08036 0.059
H -2.86642 -0.76956 1.28717 0.038
O 1.97023 3.64227 0.33598 -0.015
H 1.56739 2.94367 -0.10292 -0.052
H 2.80955 3.22914 0.44624 0.027
O 1.48269 -1.25241 2.24970 -0.068
H 1.17043 -0.68708 2.92273 0.003
H 2.17435 -0.85053 1.65210 0.063
```

=====

Relative energy of each structure, in kJ/mol: version 1 536.9; version 2 0.0; version 3 328.0.

=====

Version 1
C5H13NO2 | ωB97M-V/def2-TZVPD

E_LUMO in eV: 0.45
E_HOMO in eV: -8.87
SMILES: CNCCCC=O.O
Frontier orbital gap in eV: 9.33
Total charge: 0

Geometry as XYZ:
```
21
Properties=species:S:1:pos:R:3:lowdin_charge:R:1
C -2.29059 -1.94124 0.15262 -0.163
N -1.06526 -1.53776 -0.51511 -0.141
C -0.26964 -0.51858 0.24182 -0.222
C 0.97242 -0.19705 -0.58921 -0.192
C 1.71098 0.96808 0.09607 -0.184
C 2.51741 0.67132 1.31752 -0.277
O 2.27323 0.98696 2.45404 0.063
H -2.83381 -2.69649 -0.43828 0.077
H -1.95780 -2.64453 0.93363 0.080
H -2.94967 -1.15192 0.47359 0.067
H -1.36297 -1.20273 -1.43684 0.097
H 0.04002 -0.88401 1.21086 0.121
H -0.89850 0.36333 0.35907 0.096
H 1.70979 -1.01827 -0.64361 0.120
H 0.72102 0.02713 -1.59517 0.090
H 0.93140 1.69613 0.35956 0.090
H 2.35241 1.31815 -0.69494 0.113
H 3.33566 0.00250 1.02590 0.116
O -0.75833 2.53167 -0.61126 -0.047
H -1.39633 3.24216 -0.69612 0.049
H -0.78144 1.98516 -1.40414 0.046
```

=====

Version 2
C5H13NO2 | ωB97M-V/def2-TZVPD

E_LUMO in eV: 0.87
E_HOMO in eV: -9.55
SMILES: CCCNC(C)=O.O
Frontier orbital gap in eV: 10.43
Total charge: 0

Geometry as XYZ:
```
21
Properties=species:S:1:pos:R:3:lowdin_charge:R:1
C 2.14110 -1.96548 -0.29663 -0.094
C 0.97245 -1.92159 0.76500 -0.234
C -0.30129 -1.44075 0.13758 -0.224
N -0.31155 -0.03186 -0.19139 0.064
C -0.86704 0.99042 0.53302 -0.512
C -1.69060 0.61145 1.72328 -0.001
O -0.78044 2.12699 0.08439 0.016
H 1.82262 -2.43397 -1.21542 0.062
H 2.53212 -0.94574 -0.32781 0.071
H 2.93681 -2.59586 0.09638 0.061
H 1.02480 -2.77126 1.44784 0.100
H 1.38801 -1.21228 1.49136 0.101
H -0.53029 -1.98627 -0.81355 0.134
H -1.17755 -1.67075 0.74058 0.096
H 0.16129 0.25639 -1.04345 0.101
H -2.40405 1.37300 2.05588 0.086
H -1.00405 0.76743 2.59607 0.110
H -2.22275 -0.32129 1.70295 0.063
O 0.56050 1.66163 -2.32074 -0.060
H 0.43503 2.12900 -1.49346 0.008
H -0.11985 1.86962 -2.96624 0.052
```

=====

Relative energy of each structure, in kJ/mol: version 1 126.9; version 2 0.0.

=====

Version 1
C5H13NO2 | ωB97M-V/def2-TZVPD

E_LUMO in eV: 0.78
E_HOMO in eV: -8.44
SMILES: N/C=C/CCCO.O
Frontier orbital gap in eV: 9.21
Total charge: 0

Geometry as XYZ:
```
21
Properties=species:S:1:pos:R:3:lowdin_charge:R:1
N 2.09119 0.19026 3.08998 0.019
C 1.74652 0.27626 1.71708 -0.225
C 0.50595 0.50451 1.30423 -0.119
C 0.06763 0.00898 -0.08204 -0.212
C -1.34980 0.34541 -0.49875 -0.199
C -2.28170 -0.86964 -0.63958 -0.236
O -1.78497 -1.77477 -1.63716 -0.072
H 1.42404 0.60488 3.72962 0.076
H 2.99701 0.62096 3.29505 0.078
H 2.57452 0.06675 1.05167 0.115
H -0.29993 0.62290 2.02303 0.100
H 0.73536 0.48459 -0.81025 0.078
H 0.37862 -1.03537 -0.09819 0.108
H -1.44695 1.07243 -1.30432 0.107
H -1.78459 1.04614 0.23794 0.109
H -2.32611 -1.30934 0.35985 0.117
H -3.25629 -0.64803 -1.06343 0.115
H -1.09482 -2.30187 -1.26116 0.056
O 0.93466 0.92470 -3.43194 -0.062
H 0.94740 1.16854 -2.49655 0.004
H 1.22226 0.00169 -3.48509 0.043
```

=====

Version 2
C5H13NO2 | ωB97M-V/def2-TZVPD

E_LUMO in eV: -4.41
E_HOMO in eV: -7.72
Frontier orbital gap in eV: 3.32
Total charge: 0

Geometry as XYZ:
```
21
Properties=species:S:1:pos:R:3:lowdin_charge:R:1
C 2.76817 0.53641 -0.28454 -0.347
N 2.34270 -0.58928 -1.11392 0.002
C -1.78238 -1.09117 0.76141 -0.044
C -2.78150 0.05515 0.55834 0.081
C -2.64504 0.96330 -0.48111 -0.220
O -1.64129 1.59047 -0.96170 0.073
C 1.46754 1.04341 0.33274 -0.145
H 3.14769 1.36926 -0.90517 0.106
H 3.39304 0.27749 0.54632 0.094
H 3.09500 -0.93735 -1.76087 0.087
H -1.68300 -1.40338 1.85701 0.123
H -2.08653 -2.02086 0.28199 0.105
H -3.67172 -0.12155 1.00585 0.079
H -0.77231 -0.97169 0.32540 0.054
H -3.53691 1.24645 -0.83575 0.082
H 0.57870 0.91080 -0.28957 0.038
H 1.83049 2.00433 0.88130 0.104
H 1.16100 0.29853 1.10145 0.036
H 1.44182 -2.61496 1.26905 -0.065
H 2.01588 -1.32375 -0.42844 0.009
O 1.20719 -1.79434 0.89018 -0.253
```

=====

Version 3
C5H13NO2 | ωB97M-V/def2-TZVPD

E_LUMO in eV: 0.78
E_HOMO in eV: -9.85
SMILES: CC(C)CC(N)=O.O
Frontier orbital gap in eV: 10.63
Total charge: 0

Geometry as XYZ:
```
21
Properties=species:S:1:pos:R:3:lowdin_charge:R:1
C 0.10218 -0.39134 -0.20446 -0.065
C -0.15046 1.03955 0.35382 -0.429
C -1.45253 1.03643 1.12217 -0.087
C 1.05360 1.56665 1.14108 -0.104
C 2.26740 1.66609 0.25301 -0.568
N 3.35154 0.93897 0.65137 0.159
O 2.29818 2.30299 -0.78021 0.055
H 0.17720 -1.09778 0.62376 0.077
H -0.69569 -0.61276 -0.92508 0.082
H 1.06378 -0.41835 -0.72992 0.072
H -0.22501 1.65217 -0.54235 0.130
H -2.27825 0.93143 0.41033 0.080
H -1.68365 1.96296 1.64703 0.076
H -1.51580 0.18770 1.79917 0.077
H 0.78435 2.57545 1.45321 0.127
H 1.27263 0.97510 2.01940 0.113
H 4.16016 1.04257 0.04963 0.112
H 3.48512 0.60597 1.58736 0.095
O -4.14303 -5.48376 -3.65367 -0.067
H -3.27067 -5.57418 -3.24614 0.034
H -4.60104 -4.90585 -3.02951 0.033
```

=====

Relative energy of each structure, in kJ/mol: version 1 210.6; version 2 878.4; version 3 0.0.